*a*
This record from OMol25 describes a cluster of 2 separate species, C7H13N4O in total. The level of theory is the ωB97M-V functional and the def2-TZVPD basis.

Its LUMO energy is -2.9 eV. Its gap between HOMO and LUMO is 10.0 eV. As for the total charge: +1.

XYZ file:
```
25
Properties=species:S:1:pos:R:3:nbo_charge:R:1
C -0.89395 -2.38826 0.51346 0.20
C -0.95612 -0.50649 1.52243 0.26
C 0.33578 1.59735 -1.09117 0.05
C 1.09279 0.40375 -0.86697 0.28
C 0.23538 2.28385 -2.41576 -0.64
C 2.13125 -0.38194 -0.77084 -0.51
C 1.20431 -0.66261 2.64149 -0.44
N 0.16292 -2.35873 1.31447 -0.22
N -1.66421 -1.32582 0.67400 -0.13
N 0.07296 -1.15562 1.88322 -0.13
N -2.84585 -1.10761 0.15441 -0.65
O -0.33080 0.34268 -0.80802 -0.54
H -1.07490 -3.23476 -0.05007 0.24
H -1.31755 0.44502 2.00739 0.26
H 0.23597 2.34204 -0.22974 0.19
H 0.74126 3.20296 -2.34378 0.24
H -0.87319 2.66221 -2.62512 0.23
H 0.59601 1.65951 -3.27174 0.24
H 1.46955 -1.41827 3.43625 0.26
H 1.98984 -1.46020 -0.60910 0.23
H 3.11446 0.08824 -0.51248 0.25
H 1.92855 -0.32817 1.89150 0.25
H 1.02352 0.21890 3.25443 0.24
H -2.96182 -1.16266 -0.84672 0.41
H -3.62884 -0.66974 0.68455 0.42
```

*b*
This record from OMol25 describes the ion C7H13N4O with charge +1. The level of theory is the ωB97M-V functional and the def2-TZVPD basis.

Its LUMO energy is -2.6 eV. Its gap between HOMO and LUMO is 8.9 eV. As for the SMILES: Nc1c[nH]c(=[N+]2CCCC2)n1O. As for the total charge: +1.

XYZ file:
```
25
Properties=species:S:1:pos:R:3:nbo_charge:R:1
C 2.53632 1.46331 -0.05070 -0.20
C 2.82894 0.13792 0.03249 0.32
C 0.53372 0.42971 -0.05823 0.62
C -2.82202 -0.92378 -0.29183 -0.41
C -3.01973 0.39471 0.45158 -0.40
C -1.32563 -1.18420 -0.13779 -0.21
C -1.77748 1.18826 0.05678 -0.22
N 1.63154 -0.55654 0.00556 -0.09
N 1.14945 1.60631 -0.09746 -0.50
N -0.75328 0.15554 -0.05383 -0.39
N 4.00211 -0.54269 0.01408 -0.79
O 1.49050 -1.89727 0.21319 -0.50
H 3.18482 2.31010 -0.07873 0.25
H -3.42194 -1.72954 0.12215 0.24
H -3.07858 -0.80576 -1.34438 0.22
H -3.93949 0.90154 0.17410 0.24
H -3.02660 0.22163 1.52699 0.22
H -1.10431 -1.73853 0.77823 0.22
H -0.91353 -1.72622 -0.99010 0.21
H -1.92004 1.68298 -0.91041 0.21
H -1.49696 1.93268 0.80464 0.21
H 0.68976 2.49927 -0.17679 0.45
H 4.83992 0.00176 0.14577 0.42
H 4.00710 -1.44227 0.47067 0.41
H 1.70541 -2.37892 -0.60599 0.49
```

Preferred: *b*; penalty for the next structure: 343.5 kJ/mol.

*a*
This record from OMol25 describes an isolated molecule of C3H5BrSi. The level of theory is the ωB97M-V functional and the def2-TZVPD basis.

Its LUMO energy is -1.1 eV. Its gap between HOMO and LUMO is 8.7 eV. As for the SMILES: [SiH3]C=C=CBr.

XYZ file:
```
10
Properties=species:S:1:pos:R:3:nbo_charge:R:1
C 1.33206 -0.95183 -1.23779 -0.17
C 0.63507 0.05323 -0.72459 0.04
C -0.41061 0.80015 -0.36064 -0.63
Si -1.15041 0.44927 1.26005 0.89
Br 3.50269 -1.56587 -1.28525 -0.13
H 1.02236 -1.83576 -1.53260 0.20
H -0.86538 1.56168 -0.99496 0.26
H -2.37156 1.11914 1.00693 -0.17
H -0.68303 1.35342 2.24479 -0.16
H -1.01119 -0.98343 1.62406 -0.13
```

*b*
This record from OMol25 describes a cluster of 2 separate species, C3H5BrSi in total. The level of theory is the ωB97M-V functional and the def2-TZVPD basis.

Its LUMO energy (alpha / beta) is -1.1 / -1.1 eV. Its gap between HOMO and LUMO (alpha / beta) is 6.8 / 6.8 eV.

XYZ file:
```
10
Properties=species:S:1:pos:R:3:nbo_charge:R:1
C 0.50933 -0.21341 0.28738 -0.53
C 1.15058 -1.43363 -0.03030 -0.10
C 1.86890 -2.39128 -0.18644 -0.21
Si -1.75056 1.45502 -0.23120 0.85
Br 1.84597 1.21210 -0.02447 0.00
H 0.00535 -0.28935 1.34214 0.24
H 2.42199 -3.30065 -0.17122 0.24
H -2.10419 0.90122 -1.55360 -0.15
H -1.28239 2.94262 -0.12180 -0.12
H -2.66497 1.11737 0.68951 -0.21
```

Preferred: *a*; penalty for the next structure: 193.0 kJ/mol.

*a*
This record from OMol25 describes a structure of composition C37H42IKN8O6PSe2. The level of theory is the ωB97M-V functional and the def2-TZVPD basis.

Its LUMO energy is 0.5 eV. Its gap between HOMO and LUMO is 4.3 eV. As for the total charge: -1.

XYZ file:
```
98
Properties=species:S:1:pos:R:3:mulliken_charge:R:1
K -0.59608 -0.20080 -0.57689 1.22
C 2.41320 0.31888 -4.56790 -1.19
C 2.21107 -1.04639 -3.95138 0.25
N 3.02079 -2.01732 -4.30881 -0.64
C 2.79557 -3.27249 -3.84391 -1.00
C 1.67480 -3.61197 -3.13754 1.06
C 1.40477 -5.06011 -2.84056 -1.19
O 0.70530 -5.72698 -3.91396 -0.55
C 0.76838 -2.59033 -2.76504 1.04
C -0.56869 -2.93564 -2.34171 -1.16
N -1.46255 -2.12045 -1.91789 0.61
C -2.81972 -2.43047 -1.95228 -0.24
C -3.44317 -2.68257 -3.18440 -0.32
C -4.81536 -2.85440 -3.28464 -0.65
C -5.61177 -2.78342 -2.14893 -0.61
C -5.01783 -2.55438 -0.91454 -0.49
C -3.64240 -2.38265 -0.81606 -0.18
I -2.81507 -2.10085 1.10122 0.24
C 1.12192 -1.23273 -3.00991 0.55
O 0.51856 -0.23160 -2.49880 -0.59
H 3.47038 0.48052 -4.78577 0.34
H 2.03312 1.10074 -3.91273 0.19
H 1.86002 0.37985 -5.51099 0.35
H 3.53782 -4.02434 -4.10290 0.34
H 0.86110 -5.16734 -1.90183 0.32
H 2.34946 -5.58608 -2.73484 0.47
H -0.01515 -5.16015 -4.19505 0.40
H -0.86186 -3.98289 -2.48515 0.37
H -2.81561 -2.70263 -4.06884 0.44
H -5.26404 -3.04084 -4.25394 0.37
H -6.68791 -2.91104 -2.21534 0.37
H -5.62471 -2.50394 -0.01868 0.40
O -6.32174 6.13537 -0.13821 -0.65
N -5.68278 5.43166 -0.88981 1.05
O -5.87860 5.41678 -2.08205 -0.63
C -4.60462 4.58711 -0.32366 -0.62
C -4.34533 4.78893 0.98262 -0.39
C -3.33350 4.06665 1.66605 0.95
C -3.05580 4.29143 3.02801 -0.77
C -2.09378 3.54280 3.63951 -1.09
C -1.41817 2.56925 2.88062 0.14
N -1.64083 2.36303 1.59514 0.10
C -2.58088 3.10372 0.98316 0.01
C -2.85223 2.86785 -0.42750 -0.45
N -2.12170 1.90983 -1.03766 0.16
C -2.37760 1.61283 -2.29224 -0.17
C -3.36978 2.25849 -3.03432 -1.28
C -4.10347 3.24974 -2.44590 -0.49
C -3.86955 3.59415 -1.09341 0.69
H -4.93743 5.51465 1.52096 0.54
H -3.61900 5.04575 3.56922 0.44
H -1.84573 3.67476 4.68557 0.49
H -0.66647 1.93240 3.36147 0.15
H -1.75359 0.84180 -2.74504 0.45
H -3.54368 1.98376 -4.06757 0.49
H -4.86511 3.75884 -3.00364 0.53
O -0.41544 -3.12865 5.25421 -0.52
C 0.99964 -2.86399 5.26770 -1.46
C 1.42932 -2.18413 3.96465 2.25
C 2.95962 -2.09661 3.98414 -0.82
O 3.52225 -1.68999 5.23609 -0.59
C 1.02539 -3.11325 2.78213 -1.82
Se 1.54058 -2.53884 0.95837 -0.33
C 0.71204 -0.81771 3.86330 -0.16
Se 1.65283 0.79046 4.58724 -0.78
H -0.62444 -3.66905 6.01564 0.31
H 1.56807 -3.79422 5.37325 0.53
H 1.25475 -2.21911 6.11119 0.41
H 3.27624 -1.43534 3.18341 -0.15
H 3.36293 -3.08828 3.76292 0.60
H 3.19241 -0.78516 5.39200 0.31
H -0.05157 -3.25136 2.77886 0.38
H 1.49245 -4.08900 2.93736 0.52
H -0.22983 -0.86841 4.40790 0.56
H 0.48728 -0.61375 2.82138 -0.70
C 3.42493 2.71475 1.56083 -0.68
N 2.73784 1.38879 1.59783 1.32
C 3.72440 0.31879 1.19738 -0.20
N 4.28229 0.60523 -0.10053 0.25
C 4.91401 1.91410 -0.10445 -0.99
N 3.99214 2.99251 0.26776 0.10
C 2.95056 3.15499 -0.76426 -1.23
P 1.85521 1.65405 -1.08611 0.37
C 1.52208 1.38209 0.73055 0.00
C 3.28593 0.44004 -1.17146 -0.55
H 4.20901 2.68641 2.31463 0.30
H 2.69813 3.48051 1.83260 0.34
H 2.41419 1.16660 2.62570 -0.55
H 3.19016 -0.64014 1.18804 -0.49
H 4.50483 0.30417 1.95616 0.18
H 5.31010 2.12228 -1.09768 0.39
H 5.73903 1.90073 0.61068 0.30
H 3.44473 3.41865 -1.70130 0.46
H 2.30168 3.99155 -0.48892 0.47
H 1.02443 0.41932 0.87575 -0.62
H 0.84277 2.15908 1.06527 0.47
H 3.78372 0.54959 -2.13722 0.36
H 2.89031 -0.57444 -1.12437 0.30
```

*b*
This record from OMol25 describes a structure of composition C37H42IKN8O6PSe2. The level of theory is the ωB97M-V functional and the def2-TZVPD basis.

Its LUMO energy is 0.9 eV. Its gap between HOMO and LUMO is 4.2 eV. As for the total charge: -1.

XYZ file:
```
98
Properties=species:S:1:pos:R:3:mulliken_charge:R:1
K -0.56547 0.87364 -0.33764 0.48
C -1.39560 -2.47769 -4.27727 -0.56
C -1.40050 -0.98617 -4.44309 0.51
N -2.15647 -0.47660 -5.37134 -0.67
C -2.17259 0.87041 -5.54886 -0.65
C -1.36728 1.71649 -4.84621 0.26
C -1.43330 3.21048 -5.07952 -0.91
O -2.59518 3.63114 -5.77360 -0.60
C -0.49957 1.19143 -3.84950 0.22
C 0.53239 2.04589 -3.31745 -0.83
N 1.13760 1.93173 -2.18486 0.68
C 2.32202 2.65541 -2.02166 -0.61
C 3.34073 2.56377 -2.97815 0.26
C 4.56783 3.17899 -2.79485 -0.79
C 4.81813 3.89984 -1.63742 -0.64
C 3.81786 4.02106 -0.68205 -0.39
C 2.58681 3.41395 -0.87432 -0.18
I 1.09091 3.72918 0.54816 0.15
C -0.54971 -0.20451 -3.55525 0.40
O 0.12302 -0.78847 -2.65117 -0.88
H -1.95292 -2.93016 -5.09472 0.43
H -1.86413 -2.76216 -3.33210 -0.11
H -0.37188 -2.86010 -4.25966 0.17
H -2.85121 1.24210 -6.30412 0.50
H -0.59084 3.54392 -5.69269 0.32
H -1.36039 3.73024 -4.11781 0.34
H -3.35565 3.28841 -5.28967 0.36
H 0.86299 2.85060 -3.98804 0.54
H 3.15600 1.95800 -3.85738 0.54
H 5.33505 3.08001 -3.55286 0.37
H 5.77806 4.37266 -1.47527 0.42
H 3.99076 4.60081 0.21529 0.43
O 7.04800 2.64681 3.94198 -0.59
N 6.09062 2.00555 4.33152 0.95
O 5.90730 1.68627 5.49153 -0.59
C 5.10813 1.56645 3.33235 0.20
C 5.59983 1.25950 2.11599 -0.86
C 4.73831 0.76910 1.09308 1.31
C 5.21700 0.43617 -0.18645 -1.05
C 4.33388 -0.00642 -1.12935 -1.24
C 2.97073 -0.08288 -0.79212 -0.14
N 2.49887 0.22718 0.39727 0.68
C 3.36470 0.62599 1.34549 -0.45
C 2.84713 0.94370 2.66896 -0.01
N 1.53455 0.74263 2.87855 0.28
C 1.02819 1.06245 4.04755 0.01
C 1.79427 1.62125 5.08240 -1.09
C 3.13752 1.79988 4.90002 -0.69
C 3.71392 1.43416 3.66733 0.52
H 6.65607 1.38557 1.91975 0.48
H 6.27287 0.54505 -0.40594 0.39
H 4.65407 -0.25994 -2.13064 0.55
H 2.22984 -0.37609 -1.53342 0.47
H -0.03268 0.87332 4.17806 0.05
H 1.31928 1.89208 6.01544 0.45
H 3.75088 2.20275 5.69057 0.47
O -4.28159 1.94176 3.64161 -0.66
C -4.34628 1.62948 2.24925 -1.24
C -4.77080 0.18403 1.99213 2.52
C -6.20181 -0.01720 2.52812 -1.18
O -7.21036 0.71962 1.84566 -0.57
C -3.91993 -0.78017 2.84289 -2.04
Se -1.99175 -0.40123 3.03399 -0.23
C -4.75386 -0.17920 0.48503 -1.49
Se -3.68311 0.86317 -0.81371 -0.48
H -3.47999 1.49909 3.96018 0.37
H -3.38616 1.79739 1.76330 0.28
H -5.04529 2.33429 1.79050 0.61
H -6.21218 0.23432 3.59440 0.41
H -6.48201 -1.06908 2.41971 0.42
H -6.91608 1.63485 1.79763 0.38
H -4.05559 -1.78908 2.44092 0.68
H -4.31007 -0.79272 3.86222 0.43
H -5.77399 -0.11085 0.11295 0.45
H -4.45751 -1.22911 0.39871 0.33
C -0.05395 -5.10429 1.03276 -0.80
N -0.51091 -3.92245 1.86043 0.14
C -2.00700 -3.67045 1.57295 -0.55
N -2.22146 -3.50974 0.18363 0.43
C -1.74245 -4.65829 -0.55957 -1.00
N -0.31182 -4.91061 -0.35670 0.15
C 0.50569 -3.83241 -0.94880 -1.36
P 0.18395 -2.14861 -0.23004 1.75
C 0.31116 -2.70327 1.54308 -0.75
C -1.67405 -2.23652 -0.31217 0.37
H -0.60563 -5.97362 1.39728 0.37
H 1.01368 -5.23708 1.21375 0.38
H -0.42372 -4.12747 2.85540 0.35
H -2.26331 -2.76642 2.13455 -0.19
H -2.52747 -4.55206 1.95482 0.17
H -1.91888 -4.49733 -1.62196 0.43
H -2.29612 -5.54513 -0.23779 0.28
H 0.29817 -3.78610 -2.01893 0.38
H 1.56219 -4.08808 -0.82995 0.33
H -0.05697 -1.89389 2.18055 -0.26
H 1.34918 -2.93243 1.79676 0.48
H -1.99998 -2.06530 -1.33678 0.23
H -2.09269 -1.42265 0.28641 -0.93
```

Preferred: *a*; penalty for the next structure: 13.3 kJ/mol.